The following is a quantum chemistry calculation of a molecular structure, C20H20Cl3N4ORuS, from OMol25.

Properties
Spin multiplicity ... 2
Relative energy (zero: lowest compared OMol25 entry of this formula, charge and spin) ... 97.98 kJ/mol
Energy ... -2941.9484 a.u.
LUMO level (spin up / spin down) ... -0.836 / -0.907 eV
HOMO-LUMO gap (spin up / spin down) ... 0.2168 / 0.2039 Eh

Cartesian coordinates (Å):
Ru1 0.146 0.859 0.810
C1 -4.101 0.103 0.904
C2 -2.648 0.180 1.257
N1 -1.887 1.135 0.798
N2 -2.443 2.230 0.259
C3 -1.684 2.888 -0.548
N3 -2.101 4.102 -1.006
S1 0.552 2.775 1.872
C4 -2.018 -0.768 2.133
C5 -2.705 -1.857 2.689
C6 -2.066 -2.679 3.589
C7 -0.747 -2.408 3.941
C8 -0.116 -1.340 3.331
N4 -0.718 -0.557 2.448
H1 -4.369 0.952 0.282
H2 -4.724 0.108 1.800
H3 -4.301 -0.816 0.350
H4 -2.811 4.527 -0.428
H5 -1.364 4.721 -1.305
H6 -3.727 -2.037 2.391
H7 -2.585 -3.524 4.021
H8 -0.228 -3.010 4.671
H9 0.912 -1.092 3.569
Cl1 2.648 -5.720 1.187
C9 2.496 -3.995 1.137
C10 1.473 -3.422 0.404
C11 1.347 -2.048 0.405
Cl2 0.047 -1.296 -0.474
C12 2.205 -1.173 1.115
O1 2.067 0.108 1.128
C13 3.240 -1.826 1.836
Cl3 4.321 -0.841 2.744
C14 3.379 -3.199 1.855
H10 0.782 -4.039 -0.155
H11 4.172 -3.651 2.432
C15 2.510 2.324 -3.057
C16 1.077 1.818 -3.256
C17 0.434 2.520 -4.468
C18 1.086 0.298 -3.479
C19 0.236 2.126 -2.101
C20 -0.486 2.334 -1.145
H12 3.087 2.123 -3.959
H13 2.983 1.821 -2.214
H14 2.523 3.397 -2.864
H15 0.984 2.263 -5.374
H16 0.454 3.603 -4.345
H17 -0.604 2.209 -4.587
H18 1.641 0.058 -4.386
H19 0.068 -0.081 -3.571
H20 1.565 -0.203 -2.638